The following is a quantum chemistry calculation of one molecule with the formula C2H3ClN2O6S, from the OMol25 dataset.

Geometry as XYZ:
```
15
Properties=species:S:1:pos:R:3
C -1.79 -1.14 -0.94
C 1.70 0.29 0.32
N 1.05 -0.79 0.64
N 1.43 1.71 0.74
O 1.38 -1.92 0.30
O 0.67 1.83 1.64
O -0.18 -0.55 1.13
O 2.06 2.50 0.15
O -0.28 1.00 -0.85
O -2.12 0.93 0.80
S -1.20 0.26 -0.02
Cl 3.13 0.08 -0.47
H -1.05 -1.97 -0.86
H -2.88 -1.35 -0.62
H -1.92 -0.88 -1.98
```

The calculation puts the LUMO energy (alpha / beta) at -0.81 / -0.81 eV. The energy relative to the best compared isomer or geometry (same formula, charge and spin) comes out at 23.3 kcal/mol. The calculation puts the HOMO-LUMO gap (alpha / beta) at 8.9 / 8.9 eV. Its HOMO energy (alpha / beta) is -9.75 / -9.75 eV. The total charge is 0.

***

The following is a quantum chemistry calculation of a 2-piece molecular cluster, C2H3ClN4O2S overall, from the OMol25 dataset.

Geometry as XYZ:
```
13
Properties=species:S:1:pos:R:3
C 2.00 -2.00 2.68
C -0.77 0.27 0.36
N 3.04 -2.19 3.16
N -0.85 -0.98 0.99
N 0.93 -2.05 2.02
N 0.10 -1.31 1.63
O 1.53 1.23 4.82
O -0.20 0.48 3.23
S 1.19 0.43 3.65
Cl 2.29 1.34 1.96
H -1.32 0.96 0.94
H -1.28 0.06 -0.70
H 0.24 0.56 0.34
```

The expectation value of S² is 2.0206. The spin multiplicity is 3. The calculation puts the LUMO energy (alpha / beta) at -0.80 / -4.42 eV. The calculation puts the HOMO-LUMO gap (alpha / beta) at 7.6 / 5.8 eV. Its HOMO energy (alpha / beta) is -8.39 / -10.21 eV. The total charge is 0.

***

The following is a quantum chemistry calculation of an isolated ion of composition C2H3ClNO3S and charge -1, from the OMol25 dataset.

Geometry as XYZ:
```
11
Properties=species:S:1:pos:R:3
C 1.58 1.52 -0.37
C -0.13 0.04 0.17
N 2.97 2.04 -0.07
O 0.91 1.88 -1.32
O 4.79 3.41 -0.76
O 1.13 0.67 0.51
S 3.64 2.68 -1.36
Cl 4.56 0.79 -2.34
H -0.29 -0.26 -0.83
H -1.07 0.57 0.33
H -0.29 -0.91 0.65
```

The calculation puts the LUMO energy at 3.39 eV. The energy relative to the best compared isomer or geometry (same formula, charge and spin) comes out at 0.5 kcal/mol. The calculation puts the HOMO-LUMO gap at 8.1 eV. Its HOMO energy is -4.71 eV. The total charge is -1.